1.
{"formula": "C9H21MoN8O3Si", "method": "ωB97M-V/def2-TZVPD", "symbols": ["C", "O", "N", "H", "C", "H", "H", "C", "H", "O", "Si", "H", "N", "C", "Mo", "N", "H", "H", "N", "H", "H", "C", "H", "C", "H", "N", "H", "H", "C", "C", "N", "H", "H", "N", "O", "H", "H", "C", "H", "H", "N", "H", "H"], "coordinates": [[-3.965, -1.064, -0.777], [0.366, -1.178, 3.711], [0.240, -0.895, 2.556], [-1.262, 2.153, -1.837], [-3.230, -2.104, -1.224], [1.664, 2.214, 1.347], [1.250, 1.611, -3.549], [-1.991, 0.067, -0.325], [2.845, 1.869, -2.851], [-1.409, 1.240, 0.104], [1.202, 1.586, -1.033], [-1.526, -3.865, -1.967], [3.544, -1.328, 1.205], [2.101, 2.442, 0.372], [0.996, -0.872, -0.445], [-1.087, -3.026, -1.608], [-3.851, 2.117, -0.382], [-5.171, 0.997, -0.038], [3.230, -1.254, -0.165], [-0.074, -3.024, -1.596], [3.509, -2.133, -0.607], [2.567, -1.287, 2.135], [-3.719, -2.997, -1.584], [-4.126, 1.216, 0.164], [-5.046, -1.057, -0.751], [1.315, -1.087, 1.632], [-1.947, 1.733, 0.754], [3.802, -0.522, -0.584], [-0.621, 2.226, -0.960], [-1.820, -2.017, -1.193], [-1.174, -0.885, -0.701], [-3.991, 1.315, 1.243], [1.687, 3.179, -2.863], [2.925, -1.421, 3.394], [-0.765, -0.434, 2.054], [3.895, -1.550, 3.645], [3.152, 2.155, 0.407], [1.786, 2.099, -2.735], [4.499, -1.543, 1.460], [2.227, -1.434, 4.121], [-3.331, 0.063, -0.333], [-0.785, 3.170, -0.440], [2.088, 3.526, 0.246]], "lowdin_spin": [-0.01, 0.01, 0.00, 0.00, 0.00, 0.00, 0.00, -0.03, 0.00, 0.00, -0.01, 0.00, 0.00, 0.00, 1.96, 0.02, 0.00, 0.00, 0.03, 0.02, 0.01, 0.01, 0.00, 0.00, 0.00, 0.01, 0.00, 0.00, -0.02, -0.01, 0.01, 0.00, 0.00, 0.01, 0.01, 0.00, 0.00, 0.00, 0.00, 0.00, -0.01, 0.00, 0.00], "de_lowest_kcal_mol": 0.0, "largest_force_ev_per_a": 1.0, "total_charge": 3, "e_lumo_ev": [-10.20, -10.10], "s_squared": 2.11, "multiplicity": 3, "homo_lumo_gap_ev": [7.18, 6.14]}

2.
{"formula": "C9H21N2O", "method": "ωB97M-V/def2-TZVPD", "symbols": ["H", "H", "H", "H", "C", "H", "H", "C", "C", "C", "H", "C", "H", "C", "H", "C", "H", "N", "H", "H", "N", "H", "H", "C", "H", "H", "H", "H", "H", "C", "H", "O", "H"], "coordinates": [[5.623, 0.400, -0.767], [2.173, -0.278, -1.012], [0.209, -2.016, 0.037], [-0.768, 1.753, 0.923], [-2.871, 1.850, 0.729], [2.394, 0.059, 2.449], [3.739, 1.347, 0.535], [-1.695, -1.112, -0.275], [-1.499, 1.287, 0.248], [1.404, -0.343, 0.824], [-3.647, 1.556, 0.029], [4.609, 0.068, -0.970], [-3.114, 1.474, 1.718], [-3.177, -1.512, 0.034], [4.131, -0.299, 1.098], [3.745, 0.288, 0.258], [-1.030, -2.618, 1.134], [-1.472, -0.058, 0.587], [-1.048, -3.153, -0.560], [-2.014, 1.379, -1.868], [2.364, -0.140, -0.028], [-2.810, 2.933, 0.759], [-0.282, 1.260, -1.534], [-0.841, -2.320, 0.105], [-1.597, -0.886, -1.347], [-3.862, -0.726, -0.268], [-1.144, 2.776, -1.254], [-3.290, -1.702, 1.098], [-3.396, -2.418, -0.525], [-1.221, 1.694, -1.196], [4.641, -0.986, -1.235], [1.518, -0.196, 2.089], [4.229, 0.638, -1.815]], "mulliken_charge": [0.38, 0.31, 0.18, 0.29, -1.52, 0.30, 0.32, 0.75, 0.64, 0.14, 0.35, -1.48, 0.39, -1.44, 0.38, -0.38, 0.36, -0.16, 0.46, 0.37, -0.07, 0.44, 0.32, -1.26, 0.32, 0.32, 0.44, 0.41, 0.43, -1.42, 0.39, -0.38, 0.39], "de_lowest_kcal_mol": 88.7, "largest_force_ev_per_a": 1.8, "total_charge": 1, "e_lumo_ev": [-6.07, -4.83], "multiplicity": 1, "homo_lumo_gap_ev": [5.95, 8.45]}

3.
{"formula": "C9H21N2O8S2", "method": "ωB97M-V/def2-TZVPD", "symbols": ["H", "H", "O", "O", "H", "H", "H", "C", "H", "O", "S", "N", "H", "H", "H", "H", "H", "H", "H", "H", "C", "O", "C", "O", "C", "H", "N", "C", "S", "H", "C", "C", "H", "C", "O", "H", "H", "C", "O", "O", "H", "H"], "coordinates": [[4.010, 2.699, -1.238], [-1.119, -1.959, 0.289], [-1.553, -3.781, -1.598], [-3.699, -2.696, -1.002], [-1.175, 1.797, 3.435], [-0.562, -5.568, -1.653], [3.286, 2.331, -2.785], [-2.564, -5.638, -2.544], [0.526, -0.059, 1.773], [-3.597, -4.649, -2.458], [-2.957, -3.222, -2.088], [0.421, -0.881, 1.189], [-2.122, -5.618, -3.541], [-0.962, 4.006, 1.311], [-0.810, 1.610, 1.680], [-2.273, 3.790, 2.516], [-1.362, -0.208, 0.210], [0.734, -0.938, -0.892], [2.494, 4.280, -0.982], [-1.594, -1.094, 1.749], [-0.719, 2.253, 2.554], [0.680, 2.448, 2.783], [2.691, 1.001, -1.190], [-2.752, -2.467, -3.268], [-1.212, 3.664, 2.315], [-1.903, -5.479, -0.476], [2.116, 3.512, -1.510], [-1.571, -5.206, -1.478], [0.970, 3.803, 3.522], [3.677, 0.584, -0.864], [-0.981, -1.028, 0.843], [1.638, 0.856, -0.119], [1.683, 3.846, -2.353], [3.064, 2.417, -1.712], [-0.480, 4.447, 3.285], [2.086, 1.136, 0.855], [2.152, -1.302, 0.103], [1.277, -0.606, 0.008], [1.949, 4.541, 2.811], [1.131, 3.597, 4.922], [-3.011, -6.609, -2.348], [2.391, 0.389, -2.054]], "mulliken_charge": [0.25, 0.05, -0.25, -0.52, 0.25, 0.30, 0.27, -0.38, 0.23, -0.31, 1.11, -0.39, 0.29, 0.36, 0.03, 0.31, 0.36, 0.13, 0.19, 0.34, 0.08, -0.33, -0.45, -0.55, -0.49, 0.27, -0.40, -0.30, 1.08, 0.13, -0.60, -0.05, 0.18, -0.54, -0.35, -0.33, 0.26, -0.65, -0.54, -0.58, 0.30, 0.25], "largest_force_ev_per_a": 0.5, "total_charge": -1, "e_lumo_ev": 2.20, "multiplicity": 1, "homo_lumo_gap_ev": 3.30}

4.
{"formula": "C9H21N4", "method": "ωB97M-V/def2-TZVPD", "symbols": ["H", "N", "H", "C", "H", "C", "H", "C", "C", "N", "H", "H", "C", "C", "H", "H", "N", "H", "H", "N", "H", "H", "H", "H", "H", "H", "H", "C", "C", "H", "H", "H", "C", "H"], "coordinates": [[-1.685, -1.079, -1.321], [2.374, -0.367, 0.123], [-2.589, 1.566, 1.937], [0.931, -0.349, 0.704], [-3.454, -2.367, -0.339], [-2.360, 1.193, -1.521], [-3.008, 1.966, -1.779], [-2.403, 1.872, 0.960], [3.973, 0.804, -1.034], [-1.324, -1.419, -0.520], [-2.489, 0.318, -2.139], [-1.899, -2.844, 0.862], [-2.199, -2.598, -0.173], [2.591, 0.680, -0.543], [-3.203, 2.617, 0.766], [-1.626, -0.464, 1.319], [-0.090, 0.431, 0.173], [3.130, -1.617, 1.681], [4.301, -0.823, 0.746], [0.659, 0.943, 1.266], [0.216, 1.021, 2.223], [-3.540, 0.320, -0.021], [4.097, 0.180, -1.836], [1.693, 1.313, -0.713], [4.704, 0.562, -0.277], [4.243, 1.808, -1.147], [0.815, -1.190, 1.247], [-1.408, -0.239, 0.286], [-2.524, 0.765, -0.070], [-1.260, 1.364, -1.725], [-1.514, 2.412, 0.879], [-2.069, -3.374, -0.855], [3.299, -1.270, 0.697], [3.617, -2.132, 0.144]], "mulliken_charge": [0.31, 0.24, 0.44, -0.58, 0.23, -1.46, 0.46, -1.75, -1.46, -0.33, 0.45, 0.33, -0.88, 0.29, 0.41, 0.63, 0.42, 0.38, 0.30, -0.71, 0.28, 0.30, 0.39, 0.47, 0.39, 0.42, 0.61, -0.68, 0.61, 0.21, 0.45, 0.36, -0.92, 0.39], "de_lowest_kcal_mol": 106.1, "largest_force_ev_per_a": 4.5, "total_charge": 1, "e_lumo_ev": -3.66, "multiplicity": 1, "smiles": "C/C=[N+](\\C)[C@H]1NN1[C@H](NC)C(C)C", "homo_lumo_gap_ev": 8.79}

5.
{"formula": "C9H21N4O2", "method": "ωB97M-V/def2-TZVPD", "symbols": ["H", "O", "H", "H", "H", "H", "H", "C", "C", "H", "H", "H", "O", "H", "N", "N", "C", "H", "C", "H", "H", "C", "H", "H", "C", "C", "H", "H", "H", "H", "H", "H", "C", "C", "N", "N"], "coordinates": [[2.062, 2.236, 1.145], [-1.580, 1.577, 1.414], [-2.608, 1.061, -1.271], [-3.274, -0.128, -2.322], [0.547, 3.067, 1.332], [2.671, -0.801, -1.870], [1.399, 2.086, -1.398], [-0.817, 0.815, 0.905], [-2.893, -0.030, -1.269], [0.662, -2.527, -0.724], [4.281, -0.791, -0.966], [-2.364, -2.123, 1.521], [-3.970, -0.380, -0.281], [0.218, 3.550, -1.030], [1.044, -0.121, -0.015], [0.398, -2.537, 0.192], [3.212, -1.028, -0.941], [-1.821, -1.927, -0.853], [-1.549, -0.882, -0.957], [-4.625, 0.337, -0.304], [1.161, -2.916, 0.738], [-1.098, -0.603, 0.562], [2.861, 0.830, 0.152], [2.787, -0.631, 1.062], [0.344, -1.213, 0.737], [2.506, -0.241, 0.133], [0.555, -1.364, 1.793], [-3.121, -0.607, 1.219], [3.218, -2.040, -0.718], [-1.884, -0.771, 2.388], [-0.736, -0.796, -1.641], [1.853, 3.792, -0.730], [1.106, 2.928, -0.752], [1.114, 2.282, 0.652], [0.506, 0.994, 0.645], [-2.166, -1.098, 1.453]], "mulliken_charge": [0.63, -0.62, 0.32, 0.42, 0.35, 0.32, 0.28, 0.03, -0.50, 0.27, 0.39, 0.37, -0.60, 0.32, 0.59, -0.58, -1.36, 0.52, -1.22, 0.33, 0.34, 0.12, 0.41, 0.39, -0.77, -0.60, 0.77, 0.45, 0.35, 0.50, 0.38, 0.34, -0.96, -1.04, -0.04, 0.08], "de_lowest_kcal_mol": 22.4, "largest_force_ev_per_a": 4.0, "total_charge": 1, "e_lumo_ev": -2.66, "multiplicity": 1, "smiles": "CCN1C(=O)[C@@]([NH3+])(CCO)[C@@H](N)N1CC", "homo_lumo_gap_ev": 9.32}

6.
{"formula": "C9H21NO2", "method": "ωB97M-V/def2-TZVPD", "symbols": ["H", "H", "C", "H", "C", "C", "N", "H", "H", "H", "H", "H", "H", "C", "C", "H", "C", "H", "O", "H", "H", "O", "H", "C", "C", "H", "H", "C", "H", "H", "H", "H", "H"], "coordinates": [[-19.676, 3.816, -6.892], [-19.432, 7.013, -6.793], [-16.330, 7.267, -3.616], [-15.571, 6.546, -3.313], [-19.580, 7.246, -5.738], [-17.174, 6.922, -4.888], [-17.614, 5.571, -4.761], [-15.756, 8.188, -3.714], [-20.316, 6.099, -4.117], [-19.924, 3.186, -4.301], [-18.584, 8.362, -4.106], [-16.228, 8.107, -6.467], [-18.291, 3.308, -3.879], [-18.386, 7.879, -5.062], [-18.841, 4.873, -5.242], [-17.053, 7.356, -2.805], [-19.161, 3.933, -4.081], [-20.475, 7.865, -5.698], [-15.513, 4.197, -1.565], [-20.860, 5.517, -5.598], [-15.386, 6.640, -6.157], [-16.589, 4.700, -4.735], [-16.883, 6.717, -7.133], [-16.391, 7.058, -6.222], [-18.727, 4.295, -6.649], [-18.036, 8.691, -5.699], [-16.373, 4.709, -5.670], [-19.955, 5.901, -5.127], [-18.451, 5.117, -7.309], [-16.361, 4.000, -1.963], [-19.442, 4.364, -3.120], [-15.017, 4.632, -2.259], [-18.075, 3.421, -6.655]], "mulliken_charge": [0.43, 0.34, -1.78, 0.20, -0.77, 1.57, 0.30, 0.41, 0.38, 0.42, 0.39, 0.49, 0.41, -1.06, 1.45, 0.40, -2.01, 0.39, -0.64, 0.47, 0.49, -0.43, 0.33, -1.90, -1.65, 0.37, 0.35, -1.16, 0.35, 0.34, 0.36, 0.33, 0.43], "de_lowest_kcal_mol": 19.9, "largest_force_ev_per_a": 3.5, "total_charge": 0, "e_lumo_ev": 0.67, "multiplicity": 1, "smiles": "CC1(C)CCCC(C)(C)N1O.O", "homo_lumo_gap_ev": 8.82}